Entry 1:
Below is C35H66AsBaBrCl2N5O3PSi4 as an isolated structure, with properties calculated with ωB97M-V with the def2-TZVPD basis set.

Cartesian coordinates (Å):
Ba 0.47558 -1.09122 0.80064
Br -0.44579 -8.75378 -1.40213
C 0.25289 -7.05616 -0.86592
C 1.35404 -7.00140 -0.01382
C 1.83592 -5.77821 0.37965
C 1.24835 -4.53068 -0.02127
O 1.66527 -3.44613 0.48454
C 0.16555 -4.62977 -0.96822
C -0.49870 -3.51802 -1.65323
N -0.20128 -2.27547 -1.66245
C -0.95063 -1.44697 -2.53877
C -1.47710 -1.91700 -3.72623
C -2.39538 -1.18565 -4.49419
C -2.83796 0.02228 -3.99195
C -2.25848 0.57987 -2.85488
C -2.83852 1.71397 -2.15892
C -2.14312 2.32609 -1.19491
C -0.69927 1.95073 -1.02934
N -0.45266 0.52840 -1.22570
C -1.15490 -0.05948 -2.17779
C -0.31316 -5.89440 -1.33547
H 1.81916 -7.91671 0.33214
H 2.69082 -5.71319 1.04247
H -1.35653 -3.86254 -2.24353
H -1.16390 -2.89384 -4.07717
H -2.77550 -1.58590 -5.42562
H -3.63939 0.56423 -4.48917
H -3.86656 1.99076 -2.38253
H -2.57887 3.10400 -0.57707
H -0.35926 2.22840 -0.01990
H -1.14788 -5.94727 -2.02553
Cl 0.53810 1.50343 4.85888
C -0.09286 5.91968 -0.12251
Si -0.47151 5.32003 -1.87398
C -2.33340 5.58799 -2.10011
C 0.27016 6.55310 -3.10506
Si 0.35415 3.12423 -2.18119
Si 2.63219 3.26210 -1.56112
C 2.79230 2.88070 0.26848
C 3.29792 5.01325 -1.86726
C 3.78763 2.16079 -2.54566
Si 0.27264 2.67253 -4.48562
C 0.60657 0.87357 -4.88090
C 1.63752 3.69162 -5.32020
C -1.33534 3.24410 -5.29476
H -0.48166 6.93120 0.03247
H 0.97614 5.92578 0.09576
H -0.56526 5.26294 0.61314
H -2.51826 6.66730 -2.13425
H -2.92270 5.17276 -1.28272
H -2.69863 5.14472 -3.02871
H -0.07157 7.56331 -2.85663
H -0.07819 6.32421 -4.11490
H 1.35993 6.55302 -3.11685
H 2.22112 3.57391 0.89099
H 3.84226 2.92994 0.57255
H 2.44826 1.86222 0.46611
H 2.77045 5.79360 -1.31672
H 3.25997 5.25978 -2.93168
H 4.34894 5.03669 -1.56022
H 3.47426 1.11582 -2.54264
H 4.78600 2.21661 -2.09887
H 3.86667 2.49230 -3.58484
H 1.48017 0.50383 -4.33810
H 0.78426 0.75248 -5.95504
H -0.23644 0.23854 -4.60125
H 2.62910 3.39383 -4.97206
H 1.52570 4.76090 -5.13861
H 1.60142 3.52646 -6.40239
H -2.18667 2.69182 -4.89810
H -1.28737 3.07434 -6.37552
H -1.50545 4.31091 -5.12571
C -4.64130 0.13083 0.77238
As -3.05845 -0.48583 1.67633
C -3.65640 -1.52388 3.18457
C -2.25969 1.09826 2.42614
O -2.16008 -1.43120 0.65903
H -5.27522 0.70823 1.44536
H -5.17946 -0.73591 0.39186
H -4.30973 0.74565 -0.06385
H -4.21908 -0.90931 3.88715
H -2.75285 -1.90288 3.65938
H -4.26833 -2.35053 2.82644
H -3.03251 1.50768 3.08110
H -2.06546 1.80996 1.62446
H -1.35922 0.90232 3.01618
C 2.70693 -1.39502 3.59340
N 1.90929 -2.60072 3.81147
C 2.59772 -3.84859 3.55513
P 0.31745 -2.44598 4.20284
O -0.36710 -1.42561 3.36836
N -0.43933 -3.91325 4.03371
C -0.30452 -5.00344 4.97712
C -0.93806 -4.32536 2.72701
N 0.22462 -2.15716 5.84183
C 1.36938 -1.57200 6.54218
C -1.03802 -1.54728 6.26666
H 3.57536 -1.38759 4.26134
H 2.11406 -0.49933 3.80372
H 3.07328 -1.36379 2.56000
H 3.35372 -4.04813 4.32636
H 3.07632 -3.79859 2.57501
H 1.89453 -4.67798 3.52879
H 0.12151 -4.63732 5.90827
H 0.33015 -5.80669 4.58140
H -1.28939 -5.43538 5.18663
H -0.21564 -4.94242 2.18245
H -1.19172 -3.46203 2.11176
H -1.85367 -4.90962 2.86260
H 2.28645 -2.07241 6.23490
H 1.23350 -1.74142 7.61478
H 1.45039 -0.49704 6.35024
H -1.87444 -2.05485 5.78428
H -1.05813 -0.48150 6.01561
H -1.14205 -1.67405 7.34816
Cl 2.77849 -1.12875 -2.21317
C 3.16719 -0.67083 -0.43818
H 3.91273 0.12766 -0.55093
H 3.72551 -1.55819 -0.10813

Atomic forces in eV per Å
0.875 0.070 -0.788
-0.004 -0.001 -0.002
0.013 -0.012 0.012
-0.014 -0.017 -0.012
0.004 0.066 0.005
-0.021 -0.112 0.017
-0.296 0.195 0.063
0.010 0.001 -0.010
-0.033 0.000 0.059
-0.151 -0.078 -0.010
-0.070 0.071 0.132
0.032 -0.061 -0.017
-0.005 -0.032 0.011
-0.008 0.045 0.006
0.021 0.020 -0.037
0.001 0.037 0.014
-0.012 -0.043 0.017
0.062 0.146 0.050
-0.086 -0.026 0.238
-0.114 -0.113 0.030
0.006 0.027 0.009
0.006 0.005 0.005
0.000 -0.019 0.002
0.018 0.016 -0.065
0.001 -0.005 0.004
0.003 0.001 0.001
0.002 0.003 0.009
0.000 0.001 0.008
-0.007 0.010 0.013
0.000 -0.024 -0.019
0.001 -0.008 -0.001
-0.013 -0.011 0.004
-0.025 0.001 0.009
0.003 -0.037 -0.002
0.004 -0.014 -0.016
0.038 -0.008 0.021
-0.003 0.049 -0.146
0.007 -0.036 0.002
-0.033 0.027 -0.010
0.023 0.004 0.012
-0.015 0.044 -0.028
0.048 -0.098 0.034
-0.033 0.009 -0.018
0.033 -0.034 -0.003
0.023 0.000 -0.011
0.010 0.003 0.011
0.009 0.002 -0.015
-0.006 0.003 -0.001
-0.022 -0.003 -0.019
0.014 -0.016 0.011
0.007 -0.005 -0.006
0.004 0.001 0.003
-0.003 -0.004 -0.031
-0.012 -0.005 0.003
-0.006 -0.005 0.003
-0.005 0.016 0.021
0.036 -0.009 -0.022
-0.013 -0.002 0.008
0.004 -0.001 0.004
-0.003 0.003 0.002
0.010 0.079 -0.011
0.012 -0.001 -0.005
0.020 -0.007 0.066
0.014 0.021 0.012
0.014 0.007 -0.004
0.093 0.079 -0.089
-0.076 0.013 -0.026
-0.018 0.084 0.016
-0.008 0.006 0.002
-0.028 -0.022 0.023
-0.014 0.000 0.009
0.009 0.008 -0.005
0.004 -0.018 -0.043
0.040 -0.115 0.072
0.003 0.000 0.012
-0.144 -0.058 -0.104
-0.163 0.012 0.252
0.005 0.004 0.003
-0.004 0.000 0.005
-0.013 0.007 -0.004
-0.007 0.004 -0.008
-0.012 -0.002 0.011
-0.002 0.001 -0.010
0.112 0.087 0.052
0.056 -0.030 -0.024
-0.024 -0.063 0.013
-0.035 -0.008 -0.004
-0.086 0.091 -0.092
-0.001 0.013 0.006
-0.008 -0.127 0.272
-0.216 -0.100 -0.194
0.012 -0.012 0.041
0.010 0.024 -0.029
-0.051 0.001 -0.103
0.082 0.112 -0.087
0.002 -0.042 0.006
0.011 -0.026 0.008
0.002 0.013 0.000
0.016 0.010 0.016
-0.001 0.014 -0.001
0.005 -0.006 -0.003
-0.002 -0.007 0.000
0.009 0.001 0.003
0.002 -0.001 0.007
0.001 -0.002 0.010
0.002 -0.003 0.006
0.007 -0.015 0.021
0.020 0.024 0.042
0.001 -0.003 0.017
-0.003 0.001 -0.002
0.002 0.008 0.003
0.001 0.005 0.008
-0.002 -0.001 -0.005
-0.003 0.001 0.005
-0.003 -0.001 0.000
0.071 -0.107 0.042
-0.086 0.031 0.280
0.012 -0.030 -0.041
0.043 0.014 -0.010

Calculated values
- charge = -2
- energy relative to the best compared isomer or geometry (same formula, charge and spin) (eV) = 0.000



Entry 2:
Below is a 8-piece molecular cluster, C35H67F3IN7O11P overall, with properties calculated with ωB97M-V with the def2-TZVPD basis set.

Cartesian coordinates (Å):
O 3.52459 -2.75503 1.93002
C 3.59581 -2.99464 0.59403
I 5.60093 -3.30497 -0.22948
C 2.18204 -3.01142 -0.27434
P 1.88166 -1.32310 -1.14232
C 1.99745 -1.92887 -2.95006
O 3.00737 -2.96961 -3.19869
C 4.03708 -2.53462 -4.15498
F 3.52985 -2.36990 -5.55733
F 4.78427 -1.32817 -3.72761
F 5.05949 -3.64281 -4.23451
O 1.23440 0.18104 -1.83193
C 0.45212 0.94760 -0.80671
C 1.25424 0.66309 0.60691
C 0.27132 1.20472 1.80313
C 1.06142 1.45795 3.21698
C 2.16599 2.66877 3.19142
C 3.40475 2.55544 4.30096
C 4.60359 3.67835 4.35186
C 4.58929 4.97903 3.32991
C 3.35069 5.11559 2.25958
C 2.17552 3.96827 2.19202
O 1.58739 -0.77212 0.52111
H 1.31936 -3.10599 0.54558
H 2.06326 -3.94524 -0.96964
H 0.49072 -1.75587 -1.22991
H 3.27004 -0.87651 -1.16687
H 0.92424 -2.32131 -3.29244
H 2.24092 -1.03773 -3.70608
H -0.55026 0.32040 -0.70672
H 0.28252 2.09206 -0.98243
H 2.30759 1.16372 0.46086
H -0.24049 2.22630 1.47367
H -0.63825 0.46724 2.02525
H 0.25016 1.74566 4.02391
H 1.60035 0.46550 3.58531
H 3.45595 1.66828 5.07592
H 5.50309 3.60410 5.09994
H 5.43035 5.79796 3.38136
H 3.29325 6.04195 1.53704
H 1.28091 4.06033 1.41512
C -1.09013 -6.39667 -0.77944
C -1.07115 -5.13476 -1.59650
O -0.78698 -4.04348 -1.10823
N -1.38233 -5.22534 -2.92058
C -1.74000 -6.40257 -3.67571
H -0.82133 -6.16618 0.25534
H -2.09319 -6.83181 -0.78754
H -0.36142 -7.10910 -1.17556
H -1.34801 -4.33453 -3.40406
H -1.01599 -6.51866 -4.48591
H -2.73405 -6.24360 -4.10088
H -1.74686 -7.30398 -3.06195
C -4.02908 0.31420 -4.64747
C -3.00327 -0.06217 -3.61478
O -2.58792 0.74069 -2.78234
N -2.53103 -1.34091 -3.61874
C -2.88896 -2.42269 -4.50511
H -4.30918 1.36357 -4.51891
H -3.61298 0.18767 -5.65066
H -4.92508 -0.30037 -4.52520
H -1.84373 -1.51850 -2.89447
H -3.28395 -3.24140 -3.89866
H -1.98229 -2.75715 -5.01526
H -3.63356 -2.12539 -5.24435
C -6.56955 3.14484 -2.13740
C -6.56993 2.91454 -3.62311
O -5.53593 2.92519 -4.28702
N -7.76685 2.68823 -4.23497
C -9.07998 2.63658 -3.63746
H -5.54467 3.31069 -1.79349
H -7.16286 4.03117 -1.89669
H -6.96901 2.26650 -1.62318
H -7.68635 2.54202 -5.23529
H -9.50654 1.65130 -3.84082
H -9.69881 3.40203 -4.11209
H -9.05365 2.80643 -2.56054
C 8.91054 -2.85572 3.88695
C 9.99785 -1.86258 3.58398
O 10.64440 -1.30959 4.47069
N 10.25977 -1.57995 2.27641
C 9.61850 -2.11806 1.10031
H 8.81806 -2.97741 4.96991
H 7.95525 -2.49431 3.49667
H 9.15909 -3.82661 3.44983
H 11.00440 -0.90276 2.15223
H 10.38257 -2.60747 0.49141
H 9.18820 -1.28575 0.53794
H 8.83436 -2.83516 1.34567
C 5.93447 9.04659 4.72449
C 4.50589 8.70656 4.40214
O 4.09958 7.54716 4.37458
N 3.64895 9.73239 4.13461
C 3.92876 11.14851 4.11637
H 6.49513 8.12697 4.91453
H 6.39523 9.56405 3.87863
H 5.97677 9.66921 5.62227
H 2.70522 9.42479 3.92669
H 3.27790 11.63221 4.84884
H 3.69313 11.52785 3.11901
H 4.97013 11.36959 4.35291
C -5.51652 -5.34643 -2.58851
C -5.51690 -5.57673 -4.07422
O -4.48290 -5.56608 -4.73813
N -6.71382 -5.80304 -4.68608
C -8.02695 -5.85469 -4.08856
H -4.49164 -5.18058 -2.24460
H -6.10983 -4.46009 -2.34780
H -5.91598 -6.22477 -2.07429
H -6.63332 -5.94924 -5.68639
H -8.45351 -6.83997 -4.29193
H -8.64578 -5.08923 -4.56320
H -8.00062 -5.68484 -3.01165
C -2.60460 1.13432 6.12757
C -2.60498 0.90402 4.64186
O -1.57097 0.91467 3.97794
N -3.80190 0.67771 4.02999
C -5.11503 0.62606 4.62751
H -1.57972 1.30017 6.47147
H -3.19791 2.02065 6.36827
H -3.00406 0.25598 6.64178
H -3.72140 0.53150 3.02968
H -5.54159 -0.35922 4.42414
H -5.73386 1.39152 4.15287
H -5.08870 0.79591 5.70443

Atomic forces in eV per Å
1.019 -1.624 -8.748
-3.390 1.130 7.505
-0.778 0.133 0.060
0.848 -1.860 1.567
-2.318 0.398 0.216
-1.116 1.483 -2.632
3.725 1.575 -3.600
0.252 -1.613 1.069
1.729 -0.125 4.390
-2.561 -3.794 -1.846
-3.250 3.658 0.111
-0.303 2.043 1.655
0.377 -2.450 0.872
-0.097 0.175 -2.409
0.502 -0.320 0.450
0.074 0.673 0.269
3.275 2.293 0.543
0.458 3.369 -2.420
-3.038 0.717 -2.891
-3.329 -3.202 -0.357
0.291 -3.221 2.658
2.342 -0.598 2.486
-0.708 2.364 0.337
2.207 0.335 -1.722
0.729 1.750 1.120
0.233 -0.114 0.343
-0.504 -0.119 0.222
2.335 0.423 0.697
-0.620 -1.670 1.847
1.582 1.793 -0.173
0.453 -2.276 -0.202
-2.103 -0.150 0.963
1.212 -2.060 0.508
2.364 1.471 -0.718
1.971 -0.572 -1.700
-1.059 2.141 -0.920
-0.205 1.927 -1.892
-2.052 0.002 -1.550
-2.001 -1.974 -0.117
0.139 -2.116 1.629
2.270 -0.150 1.802
0.072 -0.138 0.293
0.286 1.236 0.017
-0.378 -0.821 -0.184
0.044 0.087 0.612
-0.079 0.205 -0.421
-0.034 0.112 -0.302
0.131 -0.164 -0.061
-0.196 -0.083 0.027
0.041 -0.302 0.126
-0.063 -0.305 -0.026
0.293 -0.327 -0.014
0.113 0.199 0.010
-0.029 0.307 -0.096
0.653 0.324 0.794
-0.488 -0.363 -0.503
-0.193 0.497 0.083
0.268 0.004 0.463
0.241 -0.438 0.039
-0.171 -0.145 -0.001
0.020 -0.054 -0.201
0.032 -0.001 -0.052
-0.100 -0.164 -0.333
-0.153 -0.193 -0.245
0.148 0.002 0.148
0.205 0.061 0.206
0.837 0.017 -0.713
-0.899 0.314 0.443
0.400 0.035 0.076
-0.015 -0.072 -0.454
-0.196 -0.098 -0.244
-0.066 -0.162 0.104
-0.075 0.171 0.058
-0.022 0.046 0.296
-0.249 0.090 0.212
-0.230 -0.075 0.236
0.098 -0.025 -0.221
-0.139 -0.084 0.182
0.578 0.536 0.262
-0.236 -0.251 -0.258
0.044 -0.078 0.663
0.239 0.286 -0.204
0.140 0.141 -0.255
0.043 -0.228 -0.072
-0.212 0.076 -0.066
-0.257 -0.189 0.050
-0.232 -0.112 -0.176
-0.165 -0.281 -0.158
0.128 0.188 0.017
0.267 -0.084 0.054
-0.707 -1.095 -0.077
0.376 1.132 0.191
0.196 -0.301 0.068
-0.451 -0.106 -0.116
-0.273 0.151 -0.068
0.036 0.101 0.183
0.118 0.076 -0.156
0.278 0.066 0.055
0.180 0.284 -0.057
0.144 0.293 0.105
-0.185 -0.136 -0.037
0.189 0.040 0.171
0.427 -0.035 -0.680
-0.772 0.109 0.207
0.581 0.076 0.131
-0.058 -0.071 -0.431
-0.169 -0.023 -0.198
-0.026 -0.164 0.114
-0.092 0.176 0.056
-0.029 0.048 0.287
-0.235 0.098 0.209
-0.213 -0.079 0.237
0.095 -0.023 -0.222
0.161 0.055 0.241
0.721 -0.074 -0.862
-1.403 -0.135 0.915
0.426 0.088 0.152
0.018 -0.073 -0.465
-0.208 -0.060 -0.236
-0.050 -0.162 0.115
-0.084 0.174 0.061
-0.005 0.029 0.253
-0.244 0.087 0.207
-0.231 -0.070 0.231
0.091 -0.023 -0.211

Calculated values
- charge = -1



| no. | total energy (eV) |
| --- | --- |
| 1 | -248386.52215 |
| 2 | -95866.28218 |